Record 1
Here is 2 unconnected molecules or ions with the total composition C6H9O3P at a distorted geometry from the Open Molecules 2025 dataset. Energies are from the ωB97M-V functional and the def2-TZVPD basis.

The geometry in XYZ format:
```
19
Properties=species:S:1:pos:R:3
C 0.02704 2.29513 0.61584
C -0.45022 1.30299 -0.43556
O -1.75611 1.25951 -0.56064
C 0.38773 0.45628 -1.10339
P -0.50152 -0.83177 -2.14494
C 1.81632 0.43857 -0.84156
O 2.33761 1.31152 -0.18129
H 0.04080 1.80440 1.73166
H 0.94746 2.71540 0.25086
H -0.71403 2.98138 0.71330
H -2.16731 0.53905 -0.96228
H 0.47042 -1.85505 -2.15681
H -0.04434 -0.46646 -3.39691
H 2.28994 -0.42933 -1.36241
C -0.57206 -2.31757 2.49479
C -0.60345 -2.22707 1.24025
O -0.40189 -2.27884 0.07463
H 0.40615 -2.55370 2.91845
H -1.51253 -2.14445 3.10600
```

The orbital gap is 9.25 eV. Its relative energy (zero: lowest compared OMol25 entry of this formula, charge and spin) is 400.9 kJ/mol. The calculation puts the total energy at -800.97611 Ha. The charge is 0. As for the LUMO energy: 0.3 eV. As for the SMILES: C/C(O)=C(/P)C=O.C=C=O. Its multiplicity is 1.


Record 2
Here is 2 unconnected molecules or ions with the total composition C39H34N4O2 at a distorted geometry from the Open Molecules 2025 dataset. Energies are from the ωB97M-V functional and the def2-TZVPD basis.

The geometry in XYZ format:
```
79
Properties=species:S:1:pos:R:3
C -1.18033 5.90810 -1.34029
C -2.49779 5.96807 -0.93581
C -2.93471 5.18666 0.11659
C -2.06692 4.33367 0.78411
C -2.55937 3.51486 1.93795
N -1.57505 2.55298 2.48405
C -1.13255 2.78755 3.87123
C 0.19758 2.10240 4.16142
N 0.19312 0.70489 3.69512
C 0.89932 -0.33886 4.45734
C 1.46250 -1.41048 3.53117
N 0.45327 -1.87655 2.56201
C 0.70125 -3.19377 1.93305
C -0.30742 -4.25013 2.26650
C -0.24533 -5.49093 1.64793
C -1.15544 -6.48536 1.95134
C -2.14672 -6.25426 2.88222
C -2.22052 -5.02596 3.50676
C -1.30578 -4.03541 3.20190
C -0.45150 -0.93753 2.00318
C -1.23719 -1.23037 0.89134
N -2.01730 -0.37071 0.25647
C -2.05896 0.84920 0.76792
C -1.38775 1.26648 1.91519
C -0.54294 0.34789 2.54250
C -0.74694 4.28703 0.36766
C -0.30546 5.06422 -0.68678
H -0.83574 6.51558 -2.16358
H -3.18347 6.62743 -1.44549
H -3.96375 5.24020 0.42794
H -2.88272 4.18444 2.73907
H -3.45394 2.96261 1.64234
H -1.08003 3.86484 4.06079
H -1.90820 2.39215 4.53328
H 1.01031 2.62326 3.64808
H 0.43638 2.12169 5.22957
H 1.68381 0.12543 5.06356
H 0.18279 -0.78202 5.15404
H 2.30398 -1.00645 2.96126
H 1.84939 -2.26636 4.09416
H 0.74577 -3.05591 0.85044
H 1.69511 -3.54372 2.22319
H 0.52610 -5.67892 0.92118
H -1.09650 -7.44509 1.46155
H -2.86249 -7.02732 3.11838
H -2.99788 -4.84031 4.23068
H -1.35989 -3.07778 3.68733
H -1.20754 -2.23291 0.50110
H -2.66731 1.56837 0.24712
H -0.06739 3.63113 0.88115
H 0.72379 5.01114 -1.00426
O 3.22833 2.50874 -3.44301
C 3.10322 1.31080 -3.56380
C 1.84067 0.56384 -3.62058
C 0.61633 1.11754 -3.53795
C -0.64332 0.37326 -3.57575
C -0.85425 -0.72979 -2.74853
C -2.01086 -1.46967 -2.83619
C -2.99341 -1.11331 -3.73679
C -2.82062 -0.00470 -4.54095
C -1.66206 0.73476 -4.45852
C 2.17381 -0.85391 -3.81446
O 1.41681 -1.78657 -3.95618
C 3.63804 -0.94314 -3.81545
C 4.44011 -2.05994 -3.93132
C 5.80944 -1.89563 -3.91370
C 6.36642 -0.63164 -3.78221
C 5.56302 0.48679 -3.66153
C 4.18926 0.32544 -3.67760
H 0.56476 2.18822 -3.44485
H -0.08690 -1.00012 -2.04357
H -2.14571 -2.33248 -2.20390
H -3.89284 -1.70304 -3.81526
H -3.59268 0.27701 -5.23899
H -1.51932 1.58823 -5.09818
H 3.98144 -3.02791 -4.03311
H 6.44876 -2.75823 -4.00627
H 7.43900 -0.52258 -3.77710
H 5.98092 1.47282 -3.55916
```

The orbital gap is 6.62 eV. Its relative energy (zero: lowest compared OMol25 entry of this formula, charge and spin) is 0.0 kJ/mol. The calculation puts the total energy at -1876.04262 Ha. The charge is 0. As for the LUMO energy: -0.6 eV. As for the SMILES: c1ccc(CN2CCN3CCN(Cc4ccccc4)c4cncc2c43)cc1.O=C1C(=Cc2ccccc2)C(=O)c2ccccc21. Its multiplicity is 1.


Record 3
Here is C27H30N4O5 in the gas phase at a distorted geometry from the Open Molecules 2025 dataset. Energies are from the ωB97M-V functional and the def2-TZVPD basis.

The geometry in XYZ format:
```
66
Properties=species:S:1:pos:R:3
C 3.35192 -1.46208 -2.64017
O 3.02322 -2.28741 -1.54728
C 2.05006 -1.87490 -0.69308
C 1.84196 -2.66709 0.43877
C 0.88669 -2.31933 1.36795
C 0.11973 -1.17655 1.19882
C 0.31229 -0.40121 0.06968
N -0.43396 0.79685 -0.11237
C -1.73593 0.82375 -0.45144
O -2.39064 1.85860 -0.45147
C -2.39803 -0.49217 -0.84366
N -1.61026 -1.34883 -1.68592
C -1.28719 -2.61389 -1.31218
O -1.67423 -3.11695 -0.27524
C -0.41749 -3.31915 -2.26024
C 0.12550 -4.57450 -2.17507
C 0.91346 -4.74358 -3.33287
C 0.79466 -3.58502 -4.03846
O -0.00378 -2.71454 -3.40253
C 0.22505 2.06619 0.25003
C -0.01935 2.32184 1.76145
O 0.82541 2.17032 2.61900
N -1.27571 2.71877 1.99497
C -1.80933 2.87299 3.33533
C -2.15906 1.50847 3.94382
C -3.32247 0.85634 3.20321
C -4.54429 1.76915 3.23588
C -4.21616 3.11121 2.58847
C -3.03843 3.77968 3.29725
C 1.67617 2.06740 -0.13018
C 2.64985 1.39727 0.60601
C 3.96219 1.42848 0.16288
C 4.25014 2.10403 -1.01242
N 3.33341 2.74274 -1.72107
C 2.08884 2.73269 -1.28176
C 1.27245 -0.74125 -0.87890
H 4.18480 -1.95444 -3.13897
H 3.66209 -0.46464 -2.31180
H 2.51709 -1.36901 -3.34153
H 2.44809 -3.54996 0.56118
H 0.73415 -2.93839 2.23739
H -0.61908 -0.89363 1.93180
H -2.61501 -1.07248 0.06132
H -3.34745 -0.23072 -1.32570
H -1.27634 -0.99255 -2.56698
H -0.02971 -5.26884 -1.37633
H 1.48918 -5.60423 -3.60300
H 1.21168 -3.27220 -4.97599
H -0.29958 2.84792 -0.31396
H -1.93478 2.73922 1.22512
H -1.01587 3.33236 3.93744
H -2.42813 1.65303 4.99185
H -1.27291 0.87187 3.91033
H -3.55928 -0.10521 3.66334
H -3.04254 0.66881 2.16388
H -5.37569 1.29746 2.70882
H -4.84988 1.92784 4.27291
H -5.08516 3.77046 2.63613
H -3.98432 2.95244 1.53310
H -2.78333 4.71651 2.79792
H -3.32309 4.01330 4.32502
H 2.38918 0.87611 1.51230
H 4.74099 0.92544 0.71439
H 5.25541 2.13935 -1.41241
H 1.37734 3.27713 -1.89170
H 1.38934 -0.11513 -1.74951
```

The orbital gap is 9.15 eV. Its relative energy (zero: lowest compared OMol25 entry of this formula, charge and spin) is 207.0 kJ/mol. The calculation puts the total energy at -1642.14629 Ha. The charge is 0. As for the LUMO energy: 0.5 eV. As for the SMILES: COc1cccc(N(C(=O)CNC(=O)c2ccco2)[C@@H](C(=O)NC2CCCCC2)c2cccnc2)c1. Its multiplicity is 1.


Record 4
Here is 2 unconnected molecules or ions with the total composition C8H14ClN3 at a distorted geometry from the Open Molecules 2025 dataset. Energies are from the ωB97M-V functional and the def2-TZVPD basis.

The geometry in XYZ format:
```
26
Properties=species:S:1:pos:R:3
C -1.84610 2.14441 1.47456
C -0.16487 2.56996 -0.19816
C -0.42790 2.59731 1.27769
C -1.81691 1.06525 -0.50784
C 0.96158 -2.72821 0.42937
C 0.03851 -1.70163 -1.66277
C 1.81177 -0.50430 -0.34262
C 0.55746 -1.39229 -0.25454
N -2.45708 1.39339 0.64187
N -0.79137 1.79687 -1.00464
N -0.49335 -0.88335 0.54670
Cl -2.70342 0.13129 -1.59896
H -2.39726 2.47553 2.34306
H 0.57758 3.23245 -0.62116
H -0.24609 3.58350 1.71076
H 0.25143 1.89213 1.77992
H 1.75152 -3.20332 -0.14629
H 1.31836 -2.53927 1.44032
H 0.10177 -3.38885 0.47965
H -0.05408 -0.78232 -2.23188
H -0.93748 -2.17198 -1.59865
H 0.72197 -2.36864 -2.17898
H 2.24990 -0.34559 0.63927
H 2.55424 -0.97936 -0.97515
H 1.56473 0.46109 -0.77510
H -0.12491 -0.35408 1.33355
```

The orbital gap (spin up / spin down) is 8.67 / 7.27 eV. Its relative energy (zero: lowest compared OMol25 entry of this formula, charge and spin) is 190.3 kJ/mol. The calculation puts the total energy at -937.56693 Ha. The charge is 0. As for the LUMO energy (spin up / spin down): -0.8 / -0.3 eV. Its multiplicity is 1.


Record 5
Here is a molecular structure, C40H71AsF6N3O14S7 at a distorted geometry from the Open Molecules 2025 dataset. Energies are from the ωB97M-V functional and the def2-TZVPD basis.

The geometry in XYZ format:
```
142
Properties=species:S:1:pos:R:3
As 21.24480 2.52920 -21.87669
F 20.35657 3.77445 -20.95029
F 20.79897 1.29724 -20.65046
F 22.20092 1.33489 -22.81430
F 21.69041 3.83243 -23.07622
F 22.68985 2.81584 -20.88465
F 19.75710 2.04200 -22.72433
C 16.04225 1.30312 -22.65631
C 17.06399 0.32766 -22.15226
C 16.40001 -1.08804 -22.04795
S 15.04025 -1.19880 -23.29186
O 13.71226 -1.38386 -22.62933
O 15.46875 -2.08977 -24.38480
C 15.26484 0.63043 -23.82061
H 16.54174 2.22283 -22.96085
H 15.35571 1.51790 -21.83739
H 17.53268 0.66875 -21.22917
H 17.91737 0.35544 -22.82980
H 16.03357 -1.10049 -21.02147
H 17.12507 -1.90165 -22.02770
H 14.28336 1.09906 -23.89253
H 15.85331 0.77943 -24.72593
C 20.58131 -2.07696 -17.31378
C 20.18781 -3.59248 -17.30965
C 20.09541 -4.05808 -18.74063
S 19.37564 -2.66917 -19.67308
O 17.93406 -2.88813 -19.87628
O 20.26673 -2.44114 -20.83105
C 19.67239 -1.39742 -18.32898
H 21.60562 -1.85199 -17.61092
H 20.45387 -1.66408 -16.31309
H 19.21637 -3.64592 -16.81819
H 20.80652 -4.20186 -16.65090
H 19.42286 -4.86084 -19.04287
H 21.01396 -4.33218 -19.25951
H 18.64857 -1.29623 -17.96890
H 19.88888 -0.38326 -18.66472
C 21.26880 3.93772 -28.94309
C 20.69205 4.48911 -27.60926
C 21.40989 3.72228 -26.46683
S 21.62954 2.02292 -27.01854
O 20.46511 1.22732 -26.60946
O 23.04778 1.55041 -26.78805
C 21.39336 2.37914 -28.85863
H 22.28855 4.29266 -29.09215
H 20.67657 4.45318 -29.69918
H 19.61449 4.33053 -27.56647
H 20.79750 5.57321 -27.56799
H 20.90691 3.67409 -25.50101
H 22.41930 4.12871 -26.40357
H 20.45970 1.89145 -29.13885
H 22.19798 1.90694 -29.42230
C 25.93629 4.46387 -22.39998
C 27.06697 4.68361 -23.45201
C 27.06399 3.57915 -24.47382
S 25.14527 3.28781 -24.73887
O 24.76222 1.87680 -24.77917
O 24.70160 4.22888 -25.74954
C 24.69856 3.96961 -23.10775
H 25.75601 5.37883 -21.83567
H 26.26860 3.72055 -21.67532
H 28.02560 4.81470 -22.95007
H 26.90516 5.61321 -23.99768
H 27.36714 2.60551 -24.08883
H 27.52187 3.81360 -25.43480
H 24.36841 3.17232 -22.44184
H 23.96297 4.76657 -23.21666
C 19.01534 -2.01428 -24.79951
C 19.52947 -3.04559 -25.78229
C 20.87593 -2.69263 -26.32669
S 21.87458 -1.95479 -24.91142
O 22.58974 -0.81460 -25.45258
O 22.50086 -3.02801 -24.12871
C 20.32789 -1.36445 -24.13429
H 18.32894 -2.51148 -24.11414
H 18.56261 -1.22227 -25.39605
H 18.84913 -3.09451 -26.63249
H 19.57664 -4.07026 -25.41361
H 20.84706 -1.92483 -27.09983
H 21.40528 -3.58037 -26.67282
H 20.39610 -0.27710 -24.16799
H 20.45653 -1.78266 -23.13596
C 23.91188 -2.16654 -20.48198
C 24.81048 -3.12475 -21.30790
C 25.90866 -2.29548 -21.92757
S 25.12224 -0.72519 -22.50126
O 24.87226 -0.75094 -23.94278
O 25.92442 0.39820 -21.95555
C 23.56098 -1.01121 -21.47714
H 24.56382 -1.84082 -19.67143
H 23.10347 -2.73059 -20.01676
H 24.25536 -3.52909 -22.15433
H 25.25297 -3.95720 -20.76079
H 26.37752 -2.73529 -22.80782
H 26.71708 -1.96626 -21.27475
H 22.87579 -1.48808 -22.17800
H 23.10060 -0.11974 -21.05119
C 22.67336 7.19357 -21.31482
C 22.56072 8.71244 -21.32022
C 22.70273 9.15521 -19.83173
S 21.78868 7.90850 -18.79067
O 20.38735 8.34358 -18.77574
O 22.50127 7.46671 -17.61957
C 21.88426 6.65371 -20.18012
H 23.72508 6.92278 -21.22183
H 22.40049 6.77348 -22.28290
H 21.54076 9.02365 -21.54588
H 23.29475 9.14706 -21.99875
H 22.59511 10.22351 -19.64397
H 23.75988 8.93870 -19.67790
H 20.87928 6.38478 -20.50536
H 22.22077 5.71554 -19.73886
N 16.14905 0.75023 -17.35059
C 17.20027 1.17002 -16.48792
C 18.27126 1.61589 -17.17646
C 17.93052 1.53947 -18.52894
C 16.60654 1.03458 -18.59496
H 15.23971 0.38355 -17.10820
H 16.94532 1.10827 -15.44026
H 19.13994 2.07519 -16.72833
H 18.54633 1.92785 -19.32666
H 15.99872 0.75905 -19.44410
N 22.94320 1.39366 -18.47807
C 24.16632 0.79726 -18.62428
C 24.49792 0.25416 -17.44162
C 23.45796 0.47759 -16.55692
C 22.46102 1.17326 -17.23214
H 22.45694 1.95315 -19.16409
H 24.72745 0.91680 -19.53929
H 25.39481 -0.31282 -17.24027
H 23.35751 0.26508 -15.50281
H 21.44899 1.48700 -17.02295
N 18.76025 4.31339 -24.02920
C 18.94910 5.67784 -23.94917
C 18.29319 6.40946 -24.95812
C 17.60967 5.37779 -25.67658
C 17.85105 4.14682 -25.05155
H 19.14890 3.63105 -23.39401
H 19.55529 6.10002 -23.16133
H 18.35443 7.47479 -25.12459
H 17.17140 5.49191 -26.65704
H 17.53597 3.16900 -25.38470
```

The orbital gap (spin up / spin down) is 6.52 / 2.38 eV. The calculation puts the total energy at -8406.47383 Ha. The charge is 0. As for the LUMO energy (spin up / spin down): -1.1 / -5.3 eV. As for the expectation value of S²: 0.7616. Its multiplicity is 2.


Record 6
Here is 2 unconnected molecules or ions with the total composition C3H11N2S at a distorted geometry from the Open Molecules 2025 dataset. Energies are from the ωB97M-V functional and the def2-TZVPD basis.

The geometry in XYZ format:
```
17
Properties=species:S:1:pos:R:3
C 2.71909 -0.95316 0.02389
S 0.93842 -0.66321 0.12090
C 0.95249 1.09764 1.00486
H 3.20867 -0.30658 -0.80175
H 3.32150 -0.85424 0.99980
H 2.85479 -2.14074 -0.23917
H 0.62284 0.73408 2.00394
H 0.38760 2.05863 0.77156
H 2.01989 1.64715 0.90731
N -1.92829 0.18619 -1.74349
C -2.52944 0.22860 -0.53774
N -1.90134 -0.41787 0.50556
H -1.03983 -0.34011 -1.94970
H -2.44160 0.69756 -2.50698
H -3.55100 0.69293 -0.48409
H -0.97766 -0.92625 0.75121
H -2.65612 -0.74062 1.17389
```

The orbital gap is 8.84 eV. Its relative energy (zero: lowest compared OMol25 entry of this formula, charge and spin) is 247.5 kJ/mol. The calculation puts the total energy at -628.28290 Ha. The charge is +1. As for the LUMO energy: -3.9 eV. Its multiplicity is 1.


Record 7
Here is 2 unconnected molecules or ions with the total composition C6H4Si at a distorted geometry from the Open Molecules 2025 dataset. Energies are from the ωB97M-V functional and the def2-TZVPD basis.

The geometry in XYZ format:
```
11
Properties=species:S:1:pos:R:3
C 0.26642 1.97305 -1.53378
C 1.49425 -1.31061 -0.90920
C -2.33014 -0.52170 2.08273
C 1.16710 2.05499 -0.72436
C 0.79773 -1.46878 0.08167
C -1.34744 -1.09315 1.64762
Si -0.37238 -2.51137 1.08337
H -0.51125 1.93424 -2.14169
H 2.04961 -1.22469 -1.79234
H -3.17057 -0.04528 2.18756
H 1.95666 2.21330 0.01842
```

The orbital gap (spin up / spin down) is 7.84 / 6.86 eV. The calculation puts the total energy at -520.16737 Ha. The charge is 0. As for the LUMO energy (spin up / spin down): 0.9 / -2.9 eV. As for the expectation value of S²: 2.0233. Its multiplicity is 3.


Record 8
Here is C5H11P in the gas phase at a distorted geometry from the Open Molecules 2025 dataset. Energies are from the ωB97M-V functional and the def2-TZVPD basis.

The geometry in XYZ format:
```
17
Properties=species:S:1:pos:R:3
C 2.34852 -0.44781 -0.57916
C 1.44199 0.50444 -0.54557
P -0.34259 0.31766 0.30032
C -0.51115 1.68984 1.29172
C -1.54358 0.43395 -1.06781
C -0.41065 -1.52346 0.66740
H 3.32410 -0.29216 -1.01618
H 2.17266 -1.42834 -0.16741
H 1.58658 1.50382 -0.92460
H -1.54776 1.81921 1.59852
H 0.15989 1.66379 2.14702
H -2.46672 -0.06574 -0.77462
H -1.74029 1.48795 -1.24704
H -1.15003 -0.03568 -1.96749
H -1.39778 -1.72423 1.08626
H -0.26087 -2.13270 -0.22065
H 0.33766 -1.77055 1.41930
```

The orbital gap is 8.35 eV. Its relative energy (zero: lowest compared OMol25 entry of this formula, charge and spin) is 143.9 kJ/mol. The calculation puts the total energy at -538.37139 Ha. The charge is 0. As for the LUMO energy: 0.9 eV. As for the SMILES: C=CP(=C)(C)C. Its multiplicity is 1.